No. 1
DFT (ωB97M-V/def2-TZVPD) results for C29H74Br6N9O12P3 as an isolated structure in a non-equilibrium geometry.

As for the molar mass: 1313.3 u. As for the net charge: 0. The HOMO energy comes out at -0.2919 Ha. As for the LUMO energy: -0.04 eV. The total energy is -517379.4156 eV.

Geometry as XYZ:
```
133
C29H74Br6N9O12P3 (ωB97M-V/def2-TZVPD)
H -12.941 6.594 4.339
H -14.351 9.525 3.596
H -9.358 13.549 4.527
H -12.376 6.363 10.288
H -9.760 8.571 3.558
H -10.609 4.399 8.991
C -16.243 9.491 11.262
H -12.065 10.990 1.243
H -14.052 10.974 4.647
H -10.691 14.720 4.413
H -8.406 5.089 -3.189
H -8.601 6.158 11.813
H -9.537 7.377 5.546
C -9.952 9.161 2.660
H -6.538 9.820 13.193
C -14.816 8.129 7.216
O -7.564 7.650 13.511
H -11.166 4.128 7.339
O -17.163 4.441 3.818
O -11.043 10.847 5.343
H -8.853 10.469 15.339
H -11.649 8.550 8.445
C -11.891 6.840 4.503
H -11.866 3.183 13.234
H -11.190 3.187 14.881
N -8.593 9.916 12.827
H -8.243 10.921 4.105
H -13.214 9.520 4.997
H -18.301 7.955 2.928
H -8.987 7.363 10.610
H -12.564 9.749 7.536
H -15.483 7.281 7.378
H -10.818 6.848 14.632
H -10.173 10.600 11.583
C -10.441 13.677 4.603
N -11.876 5.893 8.315
O -13.789 5.576 6.445
H -19.456 7.591 4.221
O -10.665 6.647 -0.709
H -10.211 -0.089 5.299
C -11.634 3.800 14.107
N -11.526 6.803 5.905
H -16.691 5.554 14.250
H -11.741 7.850 4.116
H -9.264 8.927 1.844
O -13.364 5.246 12.742
H -10.917 8.851 2.251
H -19.908 7.297 2.540
H -6.923 10.178 11.531
H -10.179 6.083 11.015
C -11.003 6.050 0.547
O -12.836 4.296 14.705
C -9.653 10.873 12.501
H -8.496 6.420 -4.328
H -13.738 5.871 9.365
H -10.416 10.795 13.287
H -10.525 8.656 6.214
C -12.655 8.870 8.189
H -7.955 10.785 2.350
H -9.918 5.361 7.676
H -11.405 5.045 0.431
H -16.165 9.628 12.329
N -13.436 7.830 7.551
C -10.828 4.894 8.044
N -11.190 12.822 3.696
N -12.536 10.510 3.270
O -18.604 5.938 3.282
H -10.002 7.333 7.254
C -9.529 6.221 -1.258
Br -18.106 9.550 10.795
H -15.921 2.945 4.270
H -7.185 11.441 12.815
H -8.700 12.246 2.968
H -13.794 11.038 1.695
H -11.559 8.857 12.917
C -15.918 4.018 4.417
H -10.088 7.083 16.235
O -8.742 5.474 -0.734
H -15.693 5.550 12.807
H -7.416 6.482 -2.878
H -15.929 4.294 5.471
C -11.312 13.358 2.331
C -13.618 10.092 4.161
C -7.222 10.384 12.562
Br -15.265 10.867 10.349
H -11.447 8.092 15.778
H -9.838 9.725 16.571
H -11.339 8.505 11.198
H -8.211 9.080 16.313
C -13.614 5.009 13.897
H -11.111 14.429 2.323
H -12.039 7.288 12.225
N -9.952 7.584 12.482
Br -15.522 7.711 10.951
C -9.080 9.515 15.810
Br -9.208 -1.234 7.311
O -16.924 6.520 4.662
C -8.631 11.169 3.113
H -15.221 8.982 7.760
H -12.979 9.496 1.492
N -9.666 8.594 14.841
H -11.848 6.648 0.891
C -11.281 8.076 12.211
P -11.171 11.172 3.906
C -12.838 10.526 1.844
H -15.045 4.495 3.977
H -10.182 6.132 1.252
C -10.560 7.586 15.381
O -14.648 5.468 14.598
C -10.350 7.573 6.253
H -14.917 8.346 6.144
N -9.965 10.590 2.911
C -10.542 -0.270 6.310
H -11.329 6.117 3.900
H -10.547 12.940 1.667
Br -10.819 1.488 7.069
H -9.249 11.879 12.536
H -10.766 13.479 5.625
H -15.705 7.007 13.778
C -17.490 5.707 3.988
C -12.677 5.655 9.511
P -8.835 8.394 13.411
H -12.624 4.643 9.911
H -10.987 4.586 13.718
Br -12.156 -1.302 6.164
H -12.340 13.211 2.011
O -9.416 6.742 -2.474
H -13.147 9.204 9.108
C -15.763 5.924 13.826
C -9.422 6.754 11.415
C -19.085 7.268 3.247
P -12.724 6.434 6.991
C -8.383 6.179 -3.279
```

These are the Mulliken partial charges, in e, on atoms 1 to 2: 0.211 0.600

No. 2
DFT (ωB97M-V/def2-TZVPD) results for C29H77F3MnN7O10S as an isolated structure in a non-equilibrium geometry.

As for the molar mass: 828.0 u. As for the net charge: +1. The HOMO energy (alpha / beta) comes out at -0.3695 / -0.3695 Ha. As for the LUMO energy (alpha / beta): -3.41 / -4.05 eV. As for the multiplicity: 6. The total energy is -112526.6230 eV. Its expectation value of S² is 8.755.

Geometry as XYZ:
```
128
C29H77F3MnN7O10S (ωB97M-V/def2-TZVPD)
F 0.614 -1.868 -1.621
H 3.068 6.863 0.025
H 4.789 0.880 -4.631
C 4.098 1.945 -2.286
H -5.646 4.315 4.366
H 1.503 1.290 -5.611
C -0.299 -0.873 4.636
H -2.885 -5.368 3.483
H -1.271 -0.870 5.127
H -4.730 0.480 0.866
H -1.831 -3.293 -1.266
H -1.944 3.925 1.700
H 0.326 -6.349 -2.866
C 4.551 3.664 -0.421
O 3.656 -4.853 -0.164
H -3.718 -0.716 1.503
C 3.855 3.366 -1.762
H 1.568 -7.613 -0.040
H -1.912 0.518 -4.746
H 0.579 0.866 2.530
H 4.221 -0.840 6.262
H -1.683 -2.997 0.410
H -2.455 -5.502 1.909
N -4.917 -3.458 3.204
H -4.167 0.050 3.764
H 2.250 4.520 -1.456
H 1.945 -5.559 0.698
C 1.612 -0.973 -8.081
H -3.012 -3.128 2.399
H -4.466 -2.527 0.859
H 5.582 3.314 -0.408
H 2.329 -0.405 -8.676
C 2.259 -5.112 -0.246
H 4.033 3.219 0.431
H -4.238 3.835 5.246
H 0.671 -4.630 -2.528
H 1.796 8.090 -0.267
C -1.166 -0.037 -4.167
N -6.057 -0.019 2.928
C 1.890 0.417 4.364
C 1.072 -1.204 -0.542
H 4.425 0.704 5.273
C 0.374 0.493 4.522
H 0.760 -1.248 -8.709
C 3.895 -0.251 5.411
O 1.139 6.271 -0.740
H -1.315 5.542 -0.124
O -3.395 -3.958 -0.198
O 3.228 1.487 -3.355
S 0.470 0.600 -0.562
H -0.292 -1.379 3.671
H 2.270 1.451 4.324
H 3.635 -3.242 -1.531
H 4.427 4.738 -0.282
Mn 1.466 2.580 -3.281
H 4.155 4.183 -2.420
H -2.750 -1.952 -0.611
O -5.457 2.273 4.547
O 2.508 -0.191 5.475
H -5.335 -3.963 0.588
H 4.242 -0.721 4.472
H -0.249 -5.613 -1.383
H -6.543 0.128 3.811
H -3.168 0.972 1.509
H -6.618 0.571 2.312
N -0.355 3.721 -0.226
H -3.753 2.455 3.469
C 4.188 -4.146 -1.256
H -1.464 -1.067 -3.986
C -5.285 3.555 5.075
C -4.326 -3.617 0.810
H 2.699 7.238 -1.628
C 0.670 5.892 0.535
N 0.699 1.426 -4.981
C -4.719 0.603 3.001
H 3.180 0.146 -4.851
H -0.688 -0.603 -6.712
O -0.947 0.491 -0.321
C 0.207 0.010 -4.822
H 0.299 -1.547 5.264
H 0.462 6.773 1.149
H 2.284 -0.010 3.430
H -1.193 3.150 -0.294
H 1.226 -7.919 -1.658
H 0.486 -1.734 -6.096
H 0.108 1.807 -5.730
H 0.901 -0.451 -4.117
O 0.825 1.201 -1.843
C 0.586 -5.629 -2.089
C -2.420 -2.974 -0.401
O 1.273 -0.055 -7.050
H -5.860 3.709 5.985
H 3.836 1.318 -1.427
C 2.253 7.172 -0.638
F 2.391 -1.343 -0.539
H -0.949 0.573 2.909
N 1.816 -7.435 -0.999
H 0.132 1.210 5.304
C 0.280 -0.669 -6.208
C 3.919 0.467 -4.122
H -1.539 5.560 2.324
H 0.150 3.101 0.411
H -5.209 2.668 2.491
H 1.404 5.284 1.086
C 1.898 -6.039 -1.410
H -4.126 -5.948 2.226
H 4.229 -0.320 -3.437
C -4.784 2.099 3.329
C -0.575 4.998 0.470
H -5.656 -4.161 3.214
C -3.341 -5.244 2.497
F 0.555 -1.786 0.521
H 1.703 -4.170 -0.337
H 2.657 -6.024 -2.194
H 4.311 -4.742 -2.163
H 5.185 -3.847 -0.933
C -4.022 0.313 1.687
H 5.152 1.846 -2.537
O 1.198 1.155 0.558
H -1.205 0.535 -3.238
N 2.374 3.504 -1.520
C -1.149 4.646 1.872
H 2.085 -1.906 -7.766
H -5.480 -2.682 2.847
H -0.417 4.135 2.499
N -0.130 1.072 3.227
H 2.074 3.221 -0.589
C -3.849 -3.820 2.281
```

These are the Mulliken partial charges, in e, on atoms 1 to 2: -0.086 0.328

Question: What is the molar mass in the second record?
Answer: 828.0 u